Here is 3 unconnected molecules or ions with the total composition C19H37BF3IN5O11 in a non-equilibrium geometry from the Open Molecules 2025 dataset. Energies are from the ωB97M-V functional and the def2-TZVPD basis.

Positions of all 77 atoms, in Å:
C1 -2.288 1.017 -0.820
N1 -1.344 1.515 -1.842
C2 -2.008 2.381 -2.837
B1 -0.220 2.167 -1.213
O1 -0.466 2.924 -0.086
N2 1.195 2.128 -1.698
N3 1.806 3.318 -1.883
C3 3.058 3.188 -2.270
C4 4.079 4.267 -2.555
O2 3.572 5.277 -3.393
C5 3.451 4.783 -4.745
O3 3.046 5.851 -5.528
C6 1.684 6.216 -5.231
C7 1.624 7.730 -4.913
O4 0.706 8.042 -3.871
N4 3.292 1.883 -2.361
C8 2.178 1.225 -1.997
N5 2.064 -0.087 -1.938
C9 0.900 -0.901 -1.594
C10 0.668 -0.939 -0.041
C11 1.451 -2.095 0.641
I1 0.245 -3.240 2.006
C12 3.283 -0.822 -2.299
O5 4.173 -0.667 -1.185
C13 5.246 -1.504 -1.245
F1 5.651 -1.717 -2.490
F2 6.220 -0.929 -0.583
F3 4.973 -2.671 -0.688
H1 -1.723 0.709 0.071
H2 -2.843 0.128 -1.152
H3 -2.975 1.816 -0.497
H4 -1.369 2.509 -3.726
H5 -2.891 1.830 -3.202
H6 -2.360 3.347 -2.438
H7 0.303 2.899 0.509
H8 1.377 4.227 -1.746
H9 4.446 4.747 -1.636
H10 4.962 3.778 -3.005
H11 2.697 3.974 -4.819
H12 4.445 4.427 -5.058
H13 1.106 5.992 -6.144
H14 1.238 5.608 -4.425
H15 1.367 8.285 -5.824
H16 2.635 8.036 -4.597
H17 0.576 7.263 -3.319
H18 0.005 -0.562 -2.134
H19 1.041 -1.948 -1.887
H20 1.007 0.036 0.355
H21 -0.413 -1.004 0.136
H22 2.317 -1.648 1.146
H23 1.872 -2.783 -0.104
H24 3.074 -1.880 -2.494
H25 3.703 -0.409 -3.226
C14 -6.447 -5.619 3.475
O6 -5.151 -5.481 2.889
C15 -4.209 -6.240 3.460
O7 -4.373 -6.990 4.382
O8 -3.052 -6.022 2.820
C16 -1.951 -6.780 3.327
H26 -7.119 -4.960 2.931
H27 -6.805 -6.643 3.380
H28 -6.430 -5.317 4.522
H29 -2.142 -7.847 3.220
H30 -1.753 -6.528 4.370
H31 -1.074 -6.522 2.736
C17 -1.810 -1.828 8.181
O9 -2.292 -1.609 6.853
C18 -2.610 -2.727 6.195
O10 -2.521 -3.848 6.621
O11 -3.044 -2.384 4.979
C19 -3.422 -3.495 4.161
H32 -1.588 -0.853 8.608
H33 -2.569 -2.314 8.791
H34 -0.896 -2.421 8.165
H35 -4.246 -4.038 4.616
H36 -2.577 -4.152 3.988
H37 -3.755 -3.101 3.204

Output
- LUMO level (eV) = -3.303
- HOMO (eV) = -11.9317
- E_tot (eV) = -67200.03269
- net charge = +1
- molecular weight (g mol⁻¹) = 706.24
- gap between HOMO and LUMO (hartree) = 0.3171

Here is 2 unconnected molecules or ions with the total composition C19H37BrN3O2P from the Open Molecules 2025 dataset. Energies are from the ωB97M-V functional and the def2-TZVPD basis.

Positions of all 63 atoms, in Å:
C1 -5.041 0.654 -3.974
C2 -3.891 0.688 -2.952
C3 -3.142 2.021 -2.909
Br1 -2.342 2.258 -4.700
C4 -2.070 2.247 -1.791
P1 -1.490 4.032 -2.107
C5 -0.980 4.681 -0.471
O1 0.013 3.695 -2.739
C6 -2.807 2.192 -0.421
C7 -2.193 1.265 0.652
C8 -2.639 1.722 2.037
C9 -2.623 -0.203 0.455
N1 -0.707 1.367 0.588
O2 -0.183 2.299 1.282
C10 -0.016 1.006 -0.696
C11 1.250 1.853 -0.828
C12 0.446 -0.464 -0.609
C13 -0.973 1.178 -1.895
H1 -5.999 0.484 -3.477
H2 -4.904 -0.147 -4.702
H3 -5.117 1.592 -4.528
H4 -3.180 -0.114 -3.163
H5 -4.314 0.503 -1.960
H6 -3.861 2.842 -2.839
H7 -0.237 4.097 0.074
H8 -1.856 4.841 0.164
H9 -0.572 5.675 -0.686
H10 0.202 4.315 -3.450
H11 -2.891 3.194 0.005
H12 -3.841 1.856 -0.556
H13 -3.668 1.399 2.215
H14 -2.577 2.805 2.146
H15 -2.001 1.278 2.806
H16 -3.588 -0.369 0.938
H17 -2.712 -0.489 -0.591
H18 -1.902 -0.877 0.925
H19 1.751 1.563 -1.756
H20 1.055 2.922 -0.860
H21 1.922 1.650 0.010
H22 -0.378 -1.170 -0.724
H23 1.185 -0.677 -1.386
H24 0.881 -0.632 0.383
H25 -0.358 1.374 -2.777
H26 -1.457 0.216 -2.078
C14 3.935 -1.834 0.243
C15 3.083 -2.781 1.059
N2 3.872 -3.528 2.064
C16 5.225 -3.777 2.041
C17 5.511 -4.523 3.136
N3 4.330 -4.719 3.812
C18 3.358 -4.108 3.142
C19 4.163 -5.470 5.059
H27 4.668 -2.359 -0.368
H28 3.284 -1.279 -0.428
H29 4.456 -1.117 0.880
H30 2.584 -3.510 0.421
H31 2.319 -2.232 1.607
H32 5.861 -3.403 1.261
H33 6.440 -4.926 3.497
H34 2.320 -4.084 3.429
H35 3.483 -6.303 4.899
H36 3.779 -4.815 5.837
H37 5.134 -5.852 5.358

Output
- LUMO level (spin up / spin down) (eV) = -2.886 / -2.886
- HOMO (spin up / spin down) (eV) = -9.7368 / -10.0513
- E_tot (eV) = -108192.74446
- net charge = +1
- multiplicity = 2
- molecular weight (g mol⁻¹) = 450.40
- gap between HOMO and LUMO (spin up / spin down) (hartree) = 0.2518 / 0.2633

Here is a molecular structure, C19H37ClF3MgN3O3Rb in a non-equilibrium geometry from the Open Molecules 2025 dataset. Energies are from the ωB97M-V functional and the def2-TZVPD basis.

Positions of all 68 atoms, in Å:
C1 3.340 1.863 1.995
C2 3.762 2.460 3.388
C3 2.508 2.161 4.221
C4 1.895 3.274 5.055
O1 0.532 3.107 4.597
C5 -0.500 3.874 4.911
C6 -1.696 3.022 4.459
C7 -1.539 1.584 5.011
C8 -1.099 0.549 3.944
N1 -0.182 1.175 2.933
N2 -0.385 5.150 4.230
C9 0.273 5.039 2.958
O2 0.092 4.256 2.088
F1 1.192 5.982 2.807
C10 -1.602 5.876 4.198
O3 -1.992 6.522 5.101
F2 -2.280 5.806 3.051
H1 2.579 1.114 2.164
H2 2.959 2.633 1.329
H3 4.186 1.350 1.567
H4 4.610 1.935 3.821
H5 3.911 3.540 3.350
H6 2.620 1.255 4.821
H7 1.746 1.960 3.478
H8 2.268 4.267 4.789
H9 2.051 3.168 6.130
H10 -1.766 3.042 3.368
H11 -2.605 3.430 4.911
H12 -0.914 1.541 5.899
H13 -2.537 1.302 5.357
H14 -0.531 -0.228 4.463
H15 -1.928 0.070 3.425
H16 -0.112 0.554 2.130
H17 0.746 1.112 3.355
Rb1 0.874 1.408 0.732
C11 0.673 -5.725 -4.559
C12 -0.844 -5.763 -4.753
C13 -1.525 -4.527 -5.326
N3 -1.446 -3.230 -4.537
C14 -0.125 -2.536 -4.813
C15 0.139 -1.346 -3.907
C16 -0.030 -1.724 -2.445
C17 -1.436 -2.257 -2.208
C18 -1.687 -3.482 -3.070
C19 -2.543 -2.359 -5.073
H18 0.965 -5.117 -3.702
H19 1.044 -6.730 -4.366
H20 1.181 -5.352 -5.449
H21 -1.324 -6.065 -3.821
H22 -1.064 -6.569 -5.457
H23 -2.588 -4.753 -5.416
H24 -1.145 -4.301 -6.322
H25 0.664 -3.269 -4.681
H26 -0.137 -2.236 -5.860
H27 1.154 -0.990 -4.083
H28 -0.516 -0.509 -4.155
H29 0.168 -0.854 -1.822
H30 0.705 -2.487 -2.170
H31 -2.177 -1.478 -2.406
H32 -1.559 -2.537 -1.160
H33 -2.711 -3.843 -2.972
H34 -1.005 -4.269 -2.757
H35 -3.496 -2.840 -4.870
H36 -2.396 -2.249 -6.144
H37 -2.506 -1.389 -4.591
F3 1.116 1.602 -3.610
Mg1 1.113 3.493 -4.061
Cl1 2.660 0.306 0.016

Output
- LUMO level (eV) = -5.546
- HOMO (eV) = -7.1453
- E_tot (eV) = -57676.22519
- net charge = +1
- molecular weight (g mol⁻¹) = 557.74
- gap between HOMO and LUMO (hartree) = 0.0588

Here is 8 unconnected molecules or ions with the total composition C19H37I2N2O28S7 in a non-equilibrium geometry from the Open Molecules 2025 dataset. Energies are from the ωB97M-V functional and the def2-TZVPD basis.

Positions of all 95 atoms, in Å:
C1 0.760 -0.140 -6.346
C2 0.510 0.184 -4.978
N1 0.765 0.315 -3.461
N2 -0.146 1.255 -3.007
C3 0.721 -1.018 -2.734
I1 -0.477 -2.539 -3.844
C4 2.232 -1.633 -2.400
C5 3.234 -1.666 -3.697
I2 3.073 -0.541 -0.701
H1 1.051 -0.481 -7.452
H2 1.729 0.720 -3.261
H3 0.428 1.973 -2.470
H4 -0.821 0.869 -2.312
H5 0.183 -0.956 -1.670
H6 2.065 -2.754 -2.052
H7 4.337 -1.508 -3.269
H8 3.216 -2.731 -4.235
H9 3.068 -0.813 -4.480
C6 -0.161 0.990 2.197
C7 -0.172 2.277 3.018
O1 -0.260 3.330 2.060
S1 -1.122 2.808 0.777
O2 -2.486 3.261 0.936
O3 -0.349 3.043 -0.420
O4 -1.073 1.215 1.123
H10 0.829 0.803 1.770
H11 -0.473 0.123 2.786
H12 0.726 2.388 3.630
H13 -1.058 2.329 3.659
C8 -0.336 -6.872 -1.769
C9 1.071 -7.428 -1.567
O5 1.852 -6.317 -1.133
S2 0.906 -5.310 -0.266
O6 1.108 -5.597 1.137
O7 1.022 -3.982 -0.822
O8 -0.532 -5.935 -0.712
H14 -0.414 -6.334 -2.720
H15 -1.099 -7.655 -1.731
H16 1.485 -7.857 -2.482
H17 1.086 -8.181 -0.772
C10 -0.228 -11.871 2.012
C11 -0.238 -10.584 2.832
O9 -0.326 -9.532 1.874
S3 -1.189 -10.054 0.592
O10 -2.553 -9.600 0.751
O11 -0.415 -9.819 -0.605
O12 -1.139 -11.646 0.938
H18 0.763 -12.058 1.585
H19 -0.539 -12.738 2.601
H20 0.660 -10.473 3.445
H21 -1.124 -10.532 3.473
C12 -6.969 2.246 1.197
C13 -5.922 3.287 1.581
O13 -6.120 3.520 2.973
S4 -6.643 2.142 3.672
O14 -5.504 1.477 4.266
O15 -7.855 2.431 4.403
O16 -7.039 1.349 2.304
H22 -7.954 2.706 1.069
H23 -6.699 1.706 0.285
H24 -6.030 4.216 1.015
H25 -4.908 2.895 1.445
C14 0.728 6.044 -2.358
C15 1.636 5.373 -1.331
O17 2.937 5.899 -1.584
S5 2.793 7.431 -2.125
O18 2.991 8.326 -1.007
O19 3.524 7.548 -3.366
O20 1.199 7.386 -2.465
H26 0.825 5.569 -3.340
H27 -0.322 6.031 -2.051
H28 1.636 4.284 -1.423
H29 1.352 5.651 -0.311
C16 7.016 -0.568 2.308
C17 7.305 0.313 3.520
O21 6.025 0.715 4.003
S6 4.950 -0.476 3.710
O22 4.809 -1.262 4.915
O23 3.825 0.088 3.002
O24 5.857 -1.324 2.653
H30 6.778 0.039 1.428
H31 7.851 -1.235 2.074
H32 7.913 1.184 3.267
H33 7.801 -0.258 4.313
C18 -3.577 8.818 -0.421
C19 -4.346 7.742 0.341
O25 -4.038 6.520 -0.326
S7 -2.523 6.609 -0.922
O26 -1.631 5.958 0.012
O27 -2.565 6.281 -2.328
O28 -2.330 8.221 -0.770
H34 -4.095 9.091 -1.347
H35 -3.415 9.715 0.182
H36 -5.424 7.921 0.341
H37 -3.991 7.661 1.374

Output
- LUMO level (eV) = -4.034
- HOMO (eV) = -12.5137
- E_tot (eV) = -172639.75658
- net charge = +1
- molecular weight (g mol⁻¹) = 1219.77
- gap between HOMO and LUMO (hartree) = 0.3116

Here is 3 unconnected molecules or ions with the total composition C19H37IO9Si in a non-equilibrium geometry from the Open Molecules 2025 dataset. Energies are from the ωB97M-V functional and the def2-TZVPD basis.

Positions of all 67 atoms, in Å:
C1 -9.577 1.507 -2.451
Si1 -7.798 0.996 -2.788
C2 -7.772 -0.885 -2.759
C3 -7.331 1.720 -4.461
C4 -6.742 1.813 -1.441
C5 -5.640 1.457 -0.801
I1 -4.506 -0.268 -1.064
C6 -5.255 2.505 0.178
O1 -4.245 2.609 0.812
O2 -6.291 3.409 0.222
C7 -7.057 3.170 -0.891
O3 -7.810 3.968 -1.371
H1 -10.241 1.100 -3.198
H2 -9.866 1.061 -1.505
H3 -9.696 2.573 -2.343
H4 -8.794 -1.224 -2.670
H5 -7.425 -1.239 -3.717
H6 -7.221 -1.328 -1.949
H7 -7.844 2.668 -4.530
H8 -7.688 1.084 -5.257
H9 -6.277 1.925 -4.559
C8 3.453 2.307 -0.777
O4 2.137 2.133 -0.302
C9 1.835 0.778 -0.024
C10 0.759 0.677 1.040
O5 1.226 0.935 2.360
C11 1.536 2.288 2.670
C12 0.327 3.189 2.795
O6 -0.158 3.568 1.521
C13 -1.537 3.878 1.538
H10 3.592 1.806 -1.742
H11 3.621 3.375 -0.901
H12 4.184 1.920 -0.057
H13 2.731 0.245 0.314
H14 1.474 0.310 -0.951
H15 0.406 -0.357 1.058
H16 -0.097 1.307 0.794
H17 2.263 2.699 1.969
H18 2.014 2.245 3.652
H19 0.612 4.099 3.341
H20 -0.452 2.665 3.362
H21 -2.122 3.029 1.891
H22 -1.839 4.105 0.518
H23 -1.734 4.751 2.172
C14 7.642 -2.876 -1.499
O7 6.463 -3.218 -0.806
C15 6.242 -4.617 -0.764
C16 5.421 -5.005 0.446
O8 6.147 -5.017 1.666
C17 6.480 -3.766 2.251
C18 5.306 -3.036 2.864
O9 4.532 -2.392 1.867
C19 3.189 -2.207 2.258
H24 7.574 -3.159 -2.555
H25 7.767 -1.797 -1.424
H26 8.516 -3.359 -1.047
H27 7.196 -5.157 -0.738
H28 5.696 -4.907 -1.672
H29 5.102 -6.040 0.301
H30 4.520 -4.394 0.525
H31 7.014 -3.128 1.545
H32 7.169 -4.013 3.061
H33 5.682 -2.270 3.557
H34 4.692 -3.749 3.426
H35 2.715 -3.169 2.490
H36 2.655 -1.754 1.426
H37 3.123 -1.542 3.125

Output
- SMILES = C[Si](C)(C)C1=C(I)C(=O)OC1=O.COCCOCCOC.COCCOCCOC
- LUMO level (eV) = -1.146
- HOMO (eV) = -9.0087
- E_tot (eV) = -54706.02590
- net charge = 0
- molecular weight (g mol⁻¹) = 564.49
- gap between HOMO and LUMO (hartree) = 0.2889

Here is a molecular structure, C19H37IrN11Si4Te in a non-equilibrium geometry from the Open Molecules 2025 dataset. Energies are from the ωB97M-V functional and the def2-TZVPD basis.

Positions of all 73 atoms, in Å:
Ir1 0.033 0.000 0.565
C1 -2.102 -0.748 1.755
C2 -1.246 -0.938 2.852
C3 -0.401 0.242 2.897
C4 -0.961 1.232 2.080
C5 -1.981 0.557 1.273
H1 -2.773 -1.487 1.341
H2 -1.125 -1.820 3.453
H3 0.361 0.390 3.646
H4 -0.719 2.283 2.085
H5 -2.589 1.048 0.538
N1 1.416 1.468 -2.283
C6 2.246 0.736 -1.492
N2 3.488 0.475 -1.853
N3 3.992 -0.225 -0.831
N4 3.123 -0.387 0.097
N5 1.961 0.211 -0.296
C7 0.134 1.813 -1.981
N6 -0.598 2.584 -2.758
N7 -1.766 2.701 -2.108
N8 -1.743 2.043 -1.008
N9 -0.531 1.442 -0.886
H6 1.794 1.796 -3.156
C8 0.949 -1.419 5.894
Si1 2.645 -1.996 5.325
C9 2.618 -3.868 5.195
C10 3.829 -1.502 6.697
Si2 3.181 -1.115 3.216
Te1 1.295 -2.174 1.879
Si3 5.181 -2.102 2.495
C11 4.744 -3.687 1.597
C12 6.188 -2.541 4.021
C13 6.264 -1.022 1.426
Si4 3.520 1.210 3.381
C14 3.848 2.094 1.773
C15 2.195 2.176 4.295
C16 5.084 1.263 4.424
H7 0.640 -1.989 6.775
H8 0.185 -1.569 5.130
H9 0.962 -0.362 6.172
H10 2.291 -4.305 6.143
H11 3.613 -4.262 4.973
H12 1.935 -4.208 4.414
H13 3.528 -1.990 7.629
H14 3.799 -0.425 6.871
H15 4.864 -1.781 6.492
H16 4.124 -4.340 2.216
H17 5.648 -4.237 1.321
H18 4.192 -3.461 0.683
H19 5.666 -3.235 4.683
H20 6.463 -1.657 4.599
H21 7.113 -3.028 3.697
H22 5.784 -0.715 0.497
H23 7.168 -1.590 1.184
H24 6.579 -0.126 1.968
H25 2.991 2.016 1.104
H26 4.718 1.687 1.255
H27 4.026 3.155 1.971
H28 1.277 2.281 3.715
H29 2.590 3.182 4.463
H30 1.951 1.753 5.272
H31 5.914 0.760 3.924
H32 4.944 0.796 5.398
H33 5.380 2.303 4.589
N10 0.874 -2.125 -1.454
C17 0.657 -2.598 -2.684
C18 -0.515 -2.035 -3.144
C19 -0.947 -1.210 -2.106
N11 -0.102 -1.285 -1.079
H34 1.633 -2.306 -0.801
H35 1.339 -3.299 -3.135
H36 -0.990 -2.194 -4.095
H37 -1.807 -0.561 -2.052

Output
- LUMO level (spin up / spin down) (eV) = -0.750 / -1.945
- HOMO (spin up / spin down) (eV) = -7.6407 / -7.6760
- E_tot (eV) = -78336.99625
- net charge = 0
- multiplicity = 2
- molecular weight (g mol⁻¹) = 851.74
- gap between HOMO and LUMO (spin up / spin down) (hartree) = 0.2532 / 0.2106